(1)
A molecular structure, C30H72AlBr2N4S. Source: the Open Molecules 2025 dataset; level of theory: ωB97M-V with the def2-TZVPD basis set.

**LUMO**: 2.23 eV
**Maximum force**: 1.77 eV Å⁻¹
**2S+1**: 1
**DFT total energy**: -7193.87066 a.u.
**Charge**: -1
**HOMO level**: -4.92 eV

Each line ends with the Löwdin charge.
Geometry (Å):
Br 4.61457 2.05865 -4.66440  0.616
Br 2.32291 -0.74801 -1.73024  0.613
S -2.94465 0.25932 -1.79092  0.683
Al 1.47191 2.06301 -3.56594  0.169
N 3.62253 -0.54117 7.40301  -0.196
N -6.40619 -3.70070 -0.86219  -0.197
N -0.55925 -3.20391 1.95487  -0.192
N 1.94979 6.49698 -7.69363  -0.200
C -5.04690 -3.27274 -0.57395  -0.272
C -1.16837 -4.00418 4.30984  -0.092
C 4.18440 -1.83884 7.73285  -0.277
C 0.89055 -3.29943 1.94940  -0.240
C 4.28935 -2.79067 6.55037  -0.087
C 1.15900 -1.23360 7.47602  -0.078
C -0.17062 1.75799 -2.36517  -0.343
C 4.14721 6.98700 -6.47544  -0.083
C -1.10474 -1.86097 2.06712  -0.271
C -4.06273 -3.54935 -1.69970  -0.094
C 2.32410 -0.55375 6.74470  -0.238
C 1.33757 5.70213 -5.33561  -0.096
C 3.03141 0.17111 9.79138  -0.091
C 3.76945 0.43139 8.47292  -0.253
C 1.90905 8.79338 -8.65246  -0.100
C -6.08695 -6.17069 -0.27028  -0.085
C -0.57871 -0.89842 1.01393  -0.101
C 1.26549 5.51989 -6.85307  -0.242
C -1.50099 2.31137 -2.99032  -0.368
C -7.27044 -3.68930 1.54836  -0.089
C 2.88396 0.65348 -2.98191  -0.730
C -6.56365 -5.09083 -1.25134  -0.251
C 1.64934 -2.74172 3.16005  -0.088
C 5.22787 -0.27593 -2.99805  -0.188
C 1.38994 7.83013 -7.59411  -0.283
C -1.24770 -4.17379 2.78739  -0.254
C 4.12308 0.67079 -3.39896  -0.865
C 3.40006 6.41514 -7.68767  -0.250
C -2.47878 1.17143 -3.31489  -0.560
C -7.37811 -3.20504 0.09769  -0.252
H 3.74328 7.94840 -6.15407  0.064
H -0.19817 -4.30902 4.70163  0.052
H 5.19769 7.14259 -6.73467  0.067
H -5.05498 -2.19199 -0.40344  0.109
H 0.30569 7.75773 -7.71925  0.115
H -7.61467 -5.27294 -1.49494  0.112
H 2.03734 0.47316 6.50296  0.117
H -2.08037 0.50805 -4.09051  0.075
H 3.31022 -3.07117 6.15851  0.055
H -1.36423 -2.97827 4.62433  0.060
H -1.08294 0.06442 1.10680  0.073
H -2.19147 -1.91880 1.94779  0.114
H 0.20877 5.51506 -7.14377  0.107
H -1.91686 -4.64036 4.78984  0.067
H 3.61723 -2.33823 8.53421  0.098
H 0.59863 5.06039 -4.85457  0.050
H 0.01611 2.15896 -1.35947  0.040
H 3.48197 1.41748 8.09710  0.112
H -0.25387 0.66422 -2.25559  -0.017
H 1.26264 -2.79405 1.05445  0.095
H 2.07689 3.48595 -3.09681  -0.080
H 1.45033 -2.18111 7.93180  0.067
H 2.69867 -2.59234 2.89539  0.075
H 4.12754 6.30110 -5.63041  0.058
H -6.25025 -3.63569 1.93010  0.065
H -5.12214 -5.92819 0.17672  0.067
H 4.83829 0.51805 8.69727  0.107
H -8.38495 -3.42192 -0.27248  0.109
H 4.87428 -2.35181 5.74033  0.082
H 3.16011 -0.85239 10.14571  0.064
H -4.65959 -3.72933 0.35008  0.096
H 3.69491 5.37137 -7.82411  0.115
H 1.12498 1.99244 -5.12693  -0.084
H 1.17753 -4.34510 1.80271  0.114
H 0.35690 -1.44487 6.76504  0.065
H -0.89806 -5.17766 2.52637  0.109
H 1.39034 9.75053 -8.56602  0.067
H 5.97086 0.30883 -2.43431  0.072
H -3.97381 -0.57040 -2.08160  -0.185
H 4.87527 -1.05048 -2.31147  0.011
H 1.25619 -1.77935 3.49136  0.063
H 2.43716 -1.03363 5.76873  0.091
H 0.49097 -0.71248 1.12472  0.054
H -3.39298 1.61655 -3.73608  0.058
H 1.96531 0.37799 9.70662  0.053
H 1.55837 8.27561 -6.60109  0.098
H -3.08681 -3.13430 -1.44336  0.068
H 2.30780 5.40987 -4.93951  0.043
H 3.42120 0.83517 10.56687  0.068
H -6.80889 -6.33756 0.52819  0.051
H -4.38999 -3.08529 -2.63215  0.077
H -0.92541 -1.42558 3.06369  0.097
H -3.92423 -4.61822 -1.87323  0.065
H 1.12737 6.72917 -5.02740  0.065
H -5.97371 -7.11989 -0.79938  0.069
H 0.73656 -0.59121 8.24755  0.053
H -6.04011 -5.24032 -2.19950  0.100
H 5.19637 -1.68646 8.11960  0.116
H 1.62764 4.51951 -7.10358  0.112
H 5.68589 -0.79557 -3.84822  0.067
H 3.77440 6.91828 -8.58515  0.095
H -7.89177 -3.06126 2.19158  0.068
H -1.94895 3.01146 -2.27171  0.090
H -7.31096 -2.11201 0.10222  0.110
H -2.30614 -4.16281 2.50270  0.101
H 1.63043 -3.43613 4.00067  0.046
H -1.26323 2.84215 -3.92389  0.069
H -7.63133 -4.71118 1.66262  0.052
H 4.78724 -3.71028 6.86341  0.072
H -0.76156 -1.27251 0.00600  0.058
H 1.73230 8.40453 -9.65735  0.076
H 2.97600 8.99292 -8.53936  0.060

Atoms 1-3, force components in eV/Å:
Br 0.1 -0.4 0.3
Br 0.2 0.3 -0.2
S 0.4 0.0 0.6

(2)
7 unconnected molecules or ions with the total composition C30H72Cl6N4. Source: the Open Molecules 2025 dataset; level of theory: ωB97M-V with the def2-TZVPD basis set.

**LUMO**: 0.45 eV
**Maximum force**: 13.24 eV Å⁻¹
**2S+1**: 1
**DFT total energy**: -4165.70166 a.u.
**Relative energy (zero: lowest compared OMol25 entry of this formula, charge and spin)**: 54.12 kcal per mole
**HOMO level**: -7.84 eV
**SMILES string**: CCN(CC)CC.CCN(CC)CC.CCN(CC)CC.CCN(CC)CC.ClCCCl.ClCCCl.ClCCCl

Each line ends with the Löwdin charge.
Geometry (Å):
Cl 28.24400 14.61100 29.71200  0.621
Cl 28.45400 12.17900 38.07000  0.506
Cl 21.92300 11.00200 35.04900  0.596
Cl 29.41100 11.68500 29.72600  0.671
Cl 30.58900 11.15900 35.75100  0.592
Cl 22.38200 10.91800 38.31700  0.530
N 27.01800 7.16200 38.02900  -0.195
N 25.39600 16.62400 37.10000  -0.177
N 26.52300 11.27700 33.58300  -0.153
N 22.24200 11.10200 30.01300  -0.170
C 28.86900 13.79500 28.31700  -0.731
C 28.67400 12.33100 28.37000  -0.772
C 28.06700 10.76500 37.00700  -0.576
C 24.08700 18.55400 37.94700  -0.117
C 20.56600 10.96900 36.23700  -0.606
C 23.24200 11.99700 30.60800  -0.215
C 24.96200 8.57600 38.60500  -0.129
C 26.99200 17.30000 35.22800  -0.060
C 26.55500 6.19500 37.08100  -0.320
C 25.69800 15.26200 37.16000  -0.395
C 22.76800 13.18100 31.51300  -0.051
C 27.38300 6.11400 35.86700  -0.122
C 27.22700 10.47600 32.56000  -0.273
C 28.18600 5.82400 39.68700  -0.100
C 22.41200 9.27900 31.52900  -0.123
C 26.48900 9.89600 31.54400  -0.103
C 29.50500 10.19100 36.68200  -0.749
C 26.16600 12.57900 33.11000  -0.238
C 21.72500 10.35600 31.08100  -0.411
C 26.00900 7.63900 39.10000  -0.196
C 22.81600 11.07000 27.51500  -0.058
C 24.82000 14.30500 37.10700  -0.183
C 25.53100 17.09600 35.69200  -0.204
C 22.80500 10.29800 28.95800  -0.201
C 20.99700 11.78200 37.52000  -0.625
C 28.20500 6.63000 38.48000  -0.331
C 27.49100 13.48300 33.09900  -0.078
C 25.46700 9.29000 34.73900  -0.091
C 24.14000 17.04000 37.75900  -0.232
C 25.33600 10.69000 34.27800  -0.269
H 27.29000 14.55200 32.88900  0.038
H 27.62200 7.04400 35.46800  0.034
H 27.05000 9.18600 31.31600  0.010
H 24.60800 9.08700 35.09900  -0.017
H 29.20100 6.88500 37.95100  0.168
H 21.27600 12.74400 37.12800  0.043
H 28.19800 13.27300 32.27000  0.007
H 26.43400 10.62200 30.76800  0.070
H 26.41400 8.28300 39.78800  0.092
H 25.05800 17.98200 35.27300  0.110
H 27.46600 5.83700 40.53100  0.111
H 26.62300 5.55600 35.19300  0.100
H 25.40700 9.51700 31.70200  0.121
H 24.94100 13.46400 37.65400  0.048
H 24.35100 16.70800 38.85100  0.144
H 28.13500 4.87500 39.23200  0.067
H 23.52300 13.79800 31.59600  0.005
H 26.31300 5.27600 37.53300  0.096
H 24.42100 10.84400 33.63000  0.082
H 23.32500 12.03400 27.60900  0.055
H 28.24200 13.51300 34.09300  0.127
H 20.15800 9.97500 36.40900  0.077
H 23.30600 16.47000 37.25700  0.118
H 25.15400 11.30300 35.16500  0.100
H 24.34900 8.00400 37.88700  0.079
H 28.36400 7.63000 39.02400  0.121
H 23.71200 14.24400 37.11700  0.101
H 25.46000 6.57300 36.55000  0.166
H 27.35400 17.97800 35.90800  0.057
H 29.92300 13.95900 28.12900  0.073
H 27.50500 16.46200 35.13400  0.009
H 22.48800 12.91500 32.55700  0.062
H 28.46400 14.12800 27.34100  0.092
H 24.09500 19.28500 37.08600  0.075
H 25.25200 12.99900 33.72100  0.138
H 28.20800 5.29500 35.80300  0.107
H 26.35400 9.14600 35.39800  0.078
H 23.09900 8.66700 31.09400  0.051
H 25.94600 15.20300 38.26200  0.134
H 23.79900 9.96300 29.25600  0.098
H 23.27600 18.95700 38.61200  0.077
H 25.53500 8.41200 33.98300  0.118
H 27.54300 9.55700 33.06300  0.121
H 27.68200 12.10200 28.46600  0.027
H 21.04000 11.02200 31.78300  0.166
H 29.39500 9.20000 36.27600  0.056
H 28.10800 10.85400 32.31800  0.057
H 22.80100 9.76900 32.48700  0.073
H 27.11200 17.56500 34.24600  0.050
H 27.60000 11.22600 36.06300  0.069
H 19.78600 11.64300 36.15500  0.036
H 25.71700 12.58500 32.22600  0.035
H 24.08600 11.53100 30.99900  0.063
H 23.68000 12.65000 29.88400  0.100
H 27.54500 9.92400 37.68900  0.098
H 21.63000 8.55200 31.91700  0.120
H 28.98800 11.87000 27.39800  0.109
H 21.91900 11.24500 27.00600  0.034
H 25.21100 16.29800 35.07800  0.085
H 24.99200 18.84500 38.47100  0.064
H 25.37500 6.77100 39.36100  0.128
H 21.93400 13.69100 31.13800  0.063
H 23.22000 10.64400 26.62100  0.045
H 28.97000 5.70000 40.21900  0.008
H 24.26900 8.90800 39.35400  0.054
H 22.33400 9.35400 28.63700  0.119
H 25.42900 9.39900 38.20500  0.028
H 29.93800 10.00200 37.55400  -0.009
H 20.12400 12.12600 38.14400  0.100
H 20.76600 10.02600 30.61600  0.120
H 26.81300 14.87000 37.01700  0.177
H 24.90900 13.84100 36.07000  0.095

Atoms 1-3, force components in eV/Å:
Cl -0.2 0.6 0.2
Cl -0.6 0.1 0.2
Cl -1.2 0.0 0.4

Number 1: molar mass 707.791 g/mol. Number 2: molar mass 701.652 g/mol.